{"formula": "C44H88Li3O15P", "method": "ωB97M-V/def2-TZVPD", "fmax_ha_per_bohr": 0.023, "e_tot_ha": -3222.1641, "homo_ha": -0.2806, "elements": ["Li", "Li", "Li", "P", "O", "O", "O", "O", "C", "C", "C", "O", "C", "H", "H", "H", "H", "H", "H", "H", "H", "C", "C", "C", "O", "C", "H", "H", "H", "H", "H", "H", "H", "H", "C", "C", "C", "O", "C", "H", "H", "H", "H", "H", "H", "H", "H", "C", "C", "C", "O", "C", "H", "H", "H", "H", "H", "H", "H", "H", "C", "C", "C", "O", "C", "H", "H", "H", "H", "H", "H", "H", "H", "C", "C", "C", "O", "C", "H", "H", "H", "H", "H", "H", "H", "H", "C", "C", "C", "O", "C", "H", "H", "H", "H", "H", "H", "H", "H", "C", "C", "C", "O", "C", "H", "H", "H", "H", "H", "H", "H", "H", "C", "C", "C", "O", "C", "H", "H", "H", "H", "H", "H", "H", "H", "C", "C", "C", "O", "C", "H", "H", "H", "H", "H", "H", "H", "H", "C", "C", "C", "O", "C", "H", "H", "H", "H", "H", "H", "H", "H"], "coordinates": [[0.170283, 0.777921, 2.276839], [0.260597, 1.526538, -1.243536], [0.444452, -2.640446, 0.751391], [0.248335, -0.341695, 0.195372], [1.252885, -1.369708, -0.351178], [-0.873613, 0.005209, -0.804774], [0.867478, 1.047911, 0.531915], [-0.250391, -0.936272, 1.563647], [3.507201, -5.143946, 1.936822], [3.917727, -3.671652, 1.965805], [2.603116, -2.954687, 2.319348], [1.548739, -3.843784, 1.925733], [2.144654, -5.010887, 1.273745], [3.403720, -5.588849, 2.927107], [4.200590, -5.745272, 1.347073], [4.202837, -3.394236, 0.944690], [4.751428, -3.364939, 2.596565], [2.530332, -2.003705, 1.781646], [2.505078, -2.759241, 3.391369], [2.198194, -4.811046, 0.199209], [1.446639, -5.826896, 1.451807], [-2.717560, -1.928975, -4.576396], [-1.488207, -1.215352, -4.031461], [-1.998995, 0.193901, -3.792826], [-2.922796, 0.436449, -4.864773], [-3.552857, -0.791624, -5.197971], [-3.276948, -2.399000, -3.768497], [-2.450417, -2.730510, -5.267126], [-0.698359, -1.164420, -4.787756], [-1.067956, -1.697748, -3.150928], [-1.213359, 0.951331, -3.838733], [-2.477342, 0.300150, -2.813006], [-3.662312, -0.865149, -6.280974], [-4.567126, -0.801710, -4.776239], [0.415972, -4.686816, -4.408773], [1.330207, -3.524596, -4.048697], [1.303971, -3.617126, -2.527410], [1.428723, -5.019902, -2.262235], [0.713048, -5.712363, -3.290803], [0.581155, -5.077023, -5.414217], [-0.628151, -4.354013, -4.398603], [1.033030, -2.548420, -4.432630], [2.348914, -3.715050, -4.399763], [0.388172, -3.180293, -2.103756], [2.116584, -3.056188, -2.064442], [-0.197384, -6.151700, -2.875318], [1.377172, -6.506156, -3.636498], [5.667077, 2.927402, 0.579345], [4.546525, 2.211064, -0.171251], [4.316754, 0.933117, 0.651656], [5.128106, 1.017071, 1.822509], [5.570537, 2.352903, 1.976543], [5.552710, 4.013627, 0.543700], [6.633926, 2.713424, 0.123429], [4.878393, 1.972595, -1.185931], [3.629269, 2.786308, -0.314748], [4.576193, 0.037637, 0.077813], [3.263161, 0.802795, 0.921159], [6.522589, 2.333837, 2.510622], [4.855994, 2.895687, 2.608796], [2.134482, 3.722485, 2.448599], [3.051696, 4.951441, 2.325011], [2.045036, 6.101022, 2.213359], [0.825494, 5.548333, 1.744112], [0.979659, 4.146676, 1.561279], [1.809436, 3.576758, 3.483592], [2.576527, 2.807996, 2.054926], [3.637683, 4.860168, 1.409728], [3.707390, 5.024771, 3.189684], [2.374410, 6.855377, 1.498748], [1.876787, 6.543279, 3.198644], [1.256071, 3.884627, 0.520397], [0.032526, 3.614177, 1.669917], [2.715743, -0.516209, 5.349715], [1.339669, -1.034948, 5.840878], [0.358793, -0.657503, 4.729392], [0.951135, 0.431818, 4.036915], [2.398596, 0.325160, 4.094138], [3.397006, -1.322845, 5.084598], [3.187360, 0.075645, 6.132733], [1.037411, -0.522133, 6.752534], [1.368865, -2.105072, 6.036359], [-0.578868, -0.280956, 5.140803], [0.134104, -1.476642, 4.040982], [2.793865, 1.335929, 4.132011], [2.723707, -0.185244, 3.184638], [-3.734331, 2.201021, 2.874665], [-3.134876, 3.154755, 3.938363], [-1.730870, 2.593118, 4.170312], [-1.396438, 1.852512, 3.002233], [-2.601000, 1.183727, 2.600501], [-4.008612, 2.714033, 1.954609], [-4.610161, 1.684704, 3.253270], [-3.715861, 3.091087, 4.857423], [-3.101560, 4.186757, 3.599951], [-1.681531, 1.969925, 5.072853], [-0.970468, 3.370472, 4.272813], [-2.749717, 0.271323, 3.198754], [-2.500694, 0.827436, 1.576868], [-2.377904, -5.085658, -1.159944], [-3.203466, -3.946903, -0.586661], [-2.094351, -3.015927, -0.131549], [-1.094473, -3.889060, 0.437788], [-1.244827, -5.203465, -0.129322], [-1.984575, -4.827952, -2.147202], [-2.924958, -6.023927, -1.269783], [-3.800632, -4.304002, 0.256539], [-3.868640, -3.472718, -1.306448], [-2.367872, -2.261445, 0.604684], [-1.679866, -2.467235, -0.986907], [-1.527819, -5.873393, 0.684471], [-0.303708, -5.496144, -0.595679], [-6.033948, -0.144477, -1.064191], [-6.938929, -0.809361, -0.015452], [-6.102720, -0.732800, 1.245122], [-5.335685, 0.428280, 1.138159], [-4.996233, 0.642764, -0.235768], [-6.601925, 0.478743, -1.750869], [-5.509091, -0.887371, -1.659266], [-7.239628, -1.813092, -0.313872], [-7.843212, -0.208606, 0.104064], [-5.472315, -1.630408, 1.348931], [-6.716933, -0.651566, 2.142342], [-3.975615, 0.288040, -0.405682], [-5.072542, 1.716632, -0.399594], [3.081948, 0.522885, -4.065685], [2.263394, 1.502773, -4.900613], [1.831826, 2.530121, -3.845275], [1.655920, 1.789128, -2.643055], [2.262907, 0.486254, -2.765148], [4.092446, 0.893669, -3.885770], [3.134304, -0.472998, -4.504162], [1.369933, 1.017199, -5.302591], [2.794744, 1.972171, -5.728832], [0.902791, 3.021373, -4.142196], [2.601695, 3.294283, -3.688572], [1.479881, -0.272601, -2.841456], [2.852156, 0.299696, -1.872760], [-2.719243, 4.396009, -0.663697], [-1.505448, 5.322846, -0.774702], [-0.594899, 4.555139, -1.702082], [-0.793682, 3.180967, -1.323773], [-2.173088, 3.001136, -1.049464], [-3.509189, 4.706196, -1.353187], [-3.177334, 4.410812, 0.325483], [-1.016382, 5.492535, 0.181321], [-1.753183, 6.306212, -1.181581], [0.451527, 4.795528, -1.521567], [-0.874233, 4.655856, -2.755559], [-2.214808, 2.293075, -0.225318], [-2.669272, 2.600329, -1.934385]], "atomic_forces_ev_per_a": [[-0.07, 0.13, 0.32], [-0.24, 0.48, 0.14], [-0.08, -0.29, 0.56], [-0.42, -0.19, 0.27], [-0.05, -0.06, -0.19], [0.15, -0.28, -0.29], [0.64, 0.24, 0.17], [-0.13, 0.04, -0.59], [0.07, 0.08, -0.32], [-0.21, 0.32, -0.24], [0.63, 0.14, 0.02], [0.23, -0.20, -0.43], [-0.53, 0.52, 0.46], [0.02, 0.09, 0.06], [-0.07, -0.05, 0.04], [-0.06, 0.04, 0.07], [-0.09, -0.30, 0.23], [-0.19, -0.09, 0.00], [-0.01, -0.11, -0.01], [0.19, -0.15, 0.01], [0.12, -0.12, -0.01], [-0.05, -0.14, -0.07], [0.32, 0.13, -0.10], [-0.07, 0.14, 0.16], [0.37, -0.02, 0.05], [-0.40, -0.23, 0.21], [-0.02, 0.01, 0.14], [-0.10, 0.14, -0.16], [-0.09, -0.08, -0.06], [-0.04, 0.20, 0.15], [-0.03, 0.00, -0.09], [-0.08, -0.16, -0.03], [0.19, 0.09, -0.03], [0.04, 0.00, -0.04], [-0.30, -0.01, -0.25], [0.21, -0.03, 0.26], [0.36, 0.52, -0.14], [-0.25, 0.46, -0.02], [0.21, 0.11, -0.21], [0.15, -0.13, 0.10], [0.06, -0.07, 0.23], [-0.19, -0.11, 0.04], [-0.02, -0.04, 0.05], [-0.04, -0.26, -0.08], [0.04, -0.30, 0.18], [-0.01, -0.06, -0.06], [-0.16, -0.11, -0.06], [-0.09, 0.59, -0.20], [0.08, -0.34, -0.57], [-0.64, -0.24, -0.30], [0.21, -0.23, -0.13], [0.08, 0.01, 0.48], [0.00, -0.05, 0.16], [0.03, -0.18, 0.10], [-0.04, -0.08, 0.06], [0.02, 0.10, 0.40], [0.27, 0.01, 0.20], [0.00, 0.19, 0.01], [0.01, -0.03, -0.06], [0.01, 0.15, -0.16], [-0.27, 0.15, -0.10], [-0.37, -0.50, 0.03], [0.36, -0.15, 0.12], [-0.40, -0.17, -0.02], [0.16, -0.72, -0.92], [0.04, -0.04, -0.03], [0.02, -0.05, 0.19], [0.11, 0.07, 0.07], [0.16, 0.24, -0.10], [0.05, 0.20, 0.14], [-0.05, 0.21, -0.09], [0.07, 0.42, 0.12], [-0.02, 0.23, 0.56], [-0.28, 0.20, -0.12], [0.20, 0.15, -0.23], [-0.11, -0.20, 0.18], [0.72, 0.46, 0.09], [-0.68, -0.55, 0.20], [-0.02, -0.06, 0.08], [0.08, 0.04, -0.09], [0.15, -0.06, 0.11], [-0.14, -0.02, 0.01], [-0.08, -0.11, -0.07], [0.13, 0.03, -0.08], [0.06, 0.01, -0.09], [0.19, 0.18, 0.02], [0.48, -0.23, -0.03], [-0.08, -0.58, -0.08], [0.53, 0.48, -0.01], [-0.31, -0.28, -0.14], [-0.53, -0.11, 0.27], [-0.05, 0.08, 0.06], [-0.10, 0.05, -0.13], [0.00, 0.24, 0.02], [-0.01, 0.04, -0.02], [-0.08, -0.18, -0.18], [-0.04, -0.03, 0.03], [0.14, 0.20, 0.12], [0.11, 0.30, -0.10], [0.08, -0.43, 0.04], [0.04, 0.14, 0.03], [-0.27, 0.19, -0.09], [-0.05, 0.30, -0.25], [-0.19, 0.28, -0.31], [0.03, 0.12, 0.07], [0.00, 0.03, 0.06], [0.02, 0.08, 0.04], [-0.02, 0.00, -0.06], [0.05, -0.14, 0.13], [0.07, -0.05, 0.07], [0.14, -0.15, -0.04], [0.03, -0.13, 0.18], [0.35, -0.14, -0.04], [-0.22, 0.40, -0.42], [-0.28, -0.84, 0.29], [0.19, 0.46, -0.03], [-0.40, -0.10, 0.19], [0.05, 0.10, 0.01], [-0.02, -0.15, -0.12], [0.06, -0.04, 0.17], [-0.01, -0.07, 0.06], [0.08, 0.10, -0.04], [0.06, -0.02, 0.07], [0.04, 0.12, -0.16], [0.23, 0.06, -0.10], [-0.36, -0.04, 0.31], [-0.09, 0.34, 0.19], [0.11, -0.13, -0.56], [-0.22, -0.06, 0.17], [0.40, -0.15, -0.55], [0.00, 0.02, -0.04], [0.12, 0.02, -0.04], [0.06, -0.06, 0.01], [0.07, -0.08, 0.05], [-0.05, 0.01, 0.27], [-0.02, -0.03, 0.00], [-0.05, 0.04, 0.21], [-0.06, -0.10, 0.10], [-0.40, -0.02, -0.12], [-0.24, 0.36, -0.11], [0.16, -0.59, 0.33], [0.56, 0.38, -0.30], [-0.29, 0.30, 0.55], [0.11, -0.05, -0.06], [0.18, -0.07, 0.07], [0.03, -0.13, 0.07], [-0.07, -0.08, 0.01], [0.08, -0.06, -0.32], [0.12, 0.23, -0.04], [-0.21, -0.20, -0.13], [-0.11, -0.11, 0.02]], "lowdin_charge": [0.56, 0.56, 0.57, -0.08, -0.42, -0.41, -0.48, -0.47, -0.15, -0.14, -0.19, -0.20, -0.16, 0.12, 0.11, 0.12, 0.11, 0.10, 0.11, 0.11, 0.12, -0.15, -0.17, -0.19, -0.13, -0.20, 0.10, 0.10, 0.11, 0.09, 0.11, 0.10, 0.11, 0.11, -0.15, -0.16, -0.21, -0.16, -0.18, 0.11, 0.09, 0.09, 0.12, 0.10, 0.11, 0.10, 0.12, -0.16, -0.15, -0.19, -0.14, -0.21, 0.10, 0.11, 0.10, 0.10, 0.12, 0.08, 0.12, 0.10, -0.15, -0.15, -0.19, -0.14, -0.21, 0.12, 0.09, 0.09, 0.11, 0.12, 0.12, 0.11, 0.11, -0.13, -0.14, -0.20, -0.22, -0.14, 0.10, 0.10, 0.11, 0.11, 0.12, 0.11, 0.11, 0.10, -0.14, -0.13, -0.19, -0.22, -0.18, 0.09, 0.10, 0.11, 0.11, 0.12, 0.12, 0.13, 0.10, -0.16, -0.16, -0.19, -0.20, -0.17, 0.10, 0.12, 0.12, 0.11, 0.12, 0.10, 0.13, 0.10, -0.14, -0.16, -0.23, -0.16, -0.17, 0.11, 0.09, 0.11, 0.11, 0.12, 0.12, 0.11, 0.12, -0.14, -0.15, -0.19, -0.21, -0.18, 0.11, 0.11, 0.11, 0.11, 0.12, 0.12, 0.11, 0.11, -0.13, -0.15, -0.18, -0.23, -0.18, 0.11, 0.10, 0.09, 0.12, 0.12, 0.13, 0.10, 0.12]}